Below is C9H12Br2ClF3O7S as an isolated structure in a non-equilibrium geometry, with properties calculated with the ωB97M-V functional and the def2-TZVPD basis.

HOMO-LUMO gap: 10.1 eV

Atoms and positions in Å:
O 5.38 -1.08 0.24
S 4.75 -2.10 1.27
O 5.40 -1.97 2.69
O 4.97 -3.64 0.53
C 3.59 -4.00 0.08
C 2.45 -3.29 1.08
Cl 2.79 -4.17 2.71
C 0.95 -3.43 0.44
C -0.01 -2.11 0.62
C 0.34 -0.85 -0.37
F -0.92 -0.59 -1.17
Br 1.78 -1.19 -1.71
C 0.63 0.58 0.43
F -0.72 1.23 0.62
F 1.25 0.40 1.76
Br 1.89 1.75 -0.64
O 3.03 -1.96 1.32
H 3.60 -3.64 -1.03
H 3.26 -5.12 0.15
H 0.97 -3.82 -0.69
H 0.41 -4.31 1.04
H -1.12 -2.46 0.40
H 0.00 -1.83 1.78
C -2.76 2.02 -1.83
O -3.91 2.86 -1.72
C -3.72 3.97 -0.96
O -2.68 4.28 -0.39
O -4.88 4.67 -0.94
C -4.82 5.87 -0.17
H -3.03 1.16 -2.45
H -1.93 2.55 -2.31
H -2.46 1.64 -0.84
H -4.08 6.56 -0.59
H -4.60 5.65 0.88
H -5.81 6.35 -0.23



Below is C9H12BrIrN3O3 as an isolated structure in a non-equilibrium geometry, with properties calculated with the ωB97M-V functional and the def2-TZVPD basis.

ΔE to the lowest compared entry with this formula, charge and spin: 183.5 kJ/mol
Charge: +3
HOMO-LUMO gap (spin up / spin down): 7.6 / 5.5 eV
Multiplicity: 5

Atoms and positions in Å:
Ir 1.56 -1.47 -0.10
N 3.72 -1.41 -0.26
C 4.44 -0.20 0.13
C 3.63 1.12 0.02
N 2.26 0.76 -0.04
H 3.94 -2.12 0.47
H 4.21 -1.83 -1.03
H 5.32 -0.24 -0.50
H 4.69 -0.42 1.14
H 3.98 1.75 -0.75
H 3.80 1.90 0.81
H 1.62 1.38 -0.50
H 1.73 0.88 0.81
Br -1.86 3.30 -0.22
C -2.89 1.76 -0.08
C -4.32 1.87 0.09
C -5.24 0.85 0.09
C -4.70 -0.48 -0.03
C -3.35 -0.75 -0.18
C -2.43 0.29 0.01
C -0.95 0.09 0.12
O -0.23 0.94 0.56
O -0.43 -1.21 -0.21
H -4.88 2.80 0.28
H -6.29 0.93 0.27
H -5.43 -1.35 0.05
H -3.30 -1.91 -0.12
O 0.39 -3.90 -0.77
N 1.03 -3.33 -0.06



Below is C9H12ClN as an isolated structure in a non-equilibrium geometry, with properties calculated with the ωB97M-V functional and the def2-TZVPD basis.

ΔE to the lowest compared entry with this formula, charge and spin: 268.1 kJ/mol
HOMO-LUMO gap: 9.6 eV

Atoms and positions in Å:
C -2.91 -0.80 -0.74
C -2.42 0.34 -0.12
C -2.15 -1.97 -0.58
C -1.15 0.42 0.36
C -0.81 -1.88 -0.17
C -0.28 -0.66 0.25
C 1.93 -0.10 2.08
C 1.11 1.21 -1.61
C 1.14 -0.31 0.31
N 1.51 0.96 -0.26
Cl 2.10 -1.71 -0.29
H -3.98 -0.68 -0.92
H -3.22 1.09 -0.09
H -2.32 -2.92 -1.12
H -0.73 1.39 0.74
H -0.16 -2.87 -0.22
H 2.90 -0.22 1.84
H 1.59 -0.67 2.91
H 1.71 0.96 2.31
H 1.25 0.44 -2.34
H 0.06 1.29 -1.50
H 1.60 2.10 -2.10
H 2.55 0.98 -0.13



Below is an isolated molecule of C9H12F3N3 in a non-equilibrium geometry, with properties calculated with the ωB97M-V functional and the def2-TZVPD basis.

ΔE to the lowest compared entry with this formula, charge and spin: 0.0 kJ/mol
SMILES: CC[C@@]1(C(F)(F)F)NCCc2nc[nH]c21
HOMO-LUMO gap: 9.4 eV

Atoms and positions in Å:
C 0.21 1.44 1.57
C -1.21 1.12 1.09
C -1.24 0.09 -0.04
C -2.60 -0.61 -0.07
F -2.85 -1.22 1.11
F -3.62 0.24 -0.27
F -2.71 -1.55 -1.01
N -0.90 0.66 -1.30
C -0.31 -0.21 -2.31
C 1.04 -0.82 -1.91
C 0.87 -1.54 -0.62
N 1.59 -2.60 -0.14
C 1.04 -2.91 1.00
N 0.00 -2.10 1.32
C -0.10 -1.23 0.28
H 0.66 0.59 2.06
H 0.18 2.27 2.27
H 0.85 1.72 0.73
H -1.69 2.03 0.72
H -1.79 0.76 1.94
H -0.30 1.47 -1.16
H -0.20 0.39 -3.21
H -1.02 -1.01 -2.52
H 1.79 -0.03 -1.80
H 1.39 -1.51 -2.68
H 1.37 -3.70 1.64
H -0.61 -2.16 2.12



Below is an isolated ion of composition C9H12FN2 and charge +1 in a non-equilibrium geometry, with properties calculated with the ωB97M-V functional and the def2-TZVPD basis.

Charge: +1
HOMO-LUMO gap (spin up / spin down): 5.8 / 7.5 eV
Multiplicity: 3

Atoms and positions in Å:
C 0.16 0.43 -1.25
C -0.84 -0.34 -0.72
C 1.13 -1.31 -0.06
C 3.70 1.24 1.35
C -2.22 -0.24 -0.70
C 2.93 1.42 0.32
C -2.91 -0.55 0.38
C -4.39 -0.28 0.62
C 2.75 0.39 -0.86
N 1.36 -0.15 -0.85
N -0.20 -1.46 -0.04
F 2.00 -2.17 0.39
H 0.05 1.36 -1.82
H 3.82 1.91 2.10
H 4.25 0.42 1.55
H -2.67 0.24 -1.53
H 2.38 2.42 0.16
H -2.48 -1.16 1.09
H -4.90 -1.15 1.26
H -4.51 0.61 1.27
H -4.93 -0.11 -0.31
H 3.52 -0.40 -0.81
H 2.78 1.07 -1.75
H -0.78 -2.20 0.21



Below is an isolated molecule of C9H12FN3 in a non-equilibrium geometry, with properties calculated with the ωB97M-V functional and the def2-TZVPD basis.

ΔE to the lowest compared entry with this formula, charge and spin: 375.5 kJ/mol
SMILES: [H]/N=C(\N)NCCc1ccc(F)cc1
HOMO-LUMO gap: 9.5 eV

Atoms and positions in Å:
H -1.75 0.85 3.70
N -0.77 0.45 3.68
C -0.33 0.36 2.49
N -0.93 1.07 1.34
N 0.84 -0.19 2.10
C 1.80 0.62 1.30
C 1.74 -0.12 -0.13
C 0.48 -0.26 -1.01
C 0.04 0.83 -1.76
C -0.84 0.60 -2.80
C -1.66 -0.59 -2.65
F -2.57 -0.78 -3.53
C -1.40 -1.58 -1.67
C -0.30 -1.48 -0.82
H -0.55 0.66 0.45
H -2.08 1.03 1.44
H 1.31 -0.78 2.87
H 1.21 1.45 1.08
H 2.86 0.65 1.85
H 2.36 0.33 -0.78
H 2.11 -1.16 -0.16
H 0.90 1.72 -1.55
H -0.83 1.38 -3.57
H -1.78 -2.68 -1.66
H 0.18 -2.37 -0.21



Below is an isolated molecule of C9H12FNO3 in a non-equilibrium geometry, with properties calculated with the ωB97M-V functional and the def2-TZVPD basis.

ΔE to the lowest compared entry with this formula, charge and spin: 349.4 kJ/mol
SMILES: C#COC(=O)N(CC(=O)F)CC(C)C
HOMO-LUMO gap: 10.9 eV

Atoms and positions in Å:
C 3.40 -1.19 0.44
C 2.98 -0.53 -0.47
O 2.74 0.33 -1.53
C 1.69 1.25 -1.24
O 1.67 2.24 -1.94
N 0.68 0.97 -0.22
C 0.16 2.28 0.24
C -0.88 2.18 1.42
O -0.62 2.08 2.58
F -2.26 2.19 1.07
C -0.36 0.13 -0.89
C -1.17 -0.82 0.08
C -2.11 -1.82 -0.75
C -0.23 -1.64 1.11
H 3.59 -1.82 1.34
H -0.34 2.88 -0.58
H 1.05 2.85 0.66
H 0.18 -0.52 -1.65
H -1.05 0.80 -1.50
H -1.89 -0.24 0.74
H -2.83 -1.24 -1.43
H -2.79 -2.42 -0.06
H -1.49 -2.48 -1.41
H -0.55 -2.73 1.07
H 0.83 -1.50 0.77
H -0.41 -1.22 2.15



Below is C9H12HgN2O5 as an isolated structure in a non-equilibrium geometry, with properties calculated with the ωB97M-V functional and the def2-TZVPD basis.

ΔE to the lowest compared entry with this formula, charge and spin: 0.0 kJ/mol
Charge: +2
HOMO-LUMO gap: 6.9 eV

Atoms and positions in Å:
O 3.34 0.64 -2.18
C 2.50 -0.14 -2.19
Hg 0.33 -1.67 -1.76
O 3.01 -4.25 -0.38
C 2.27 -3.54 -0.87
C 0.00 -1.76 -4.21
O -0.31 -1.59 -5.29
C -1.39 -3.34 -1.23
O -2.21 -4.13 -1.05
C -1.22 0.62 -1.51
N -0.95 1.04 -0.14
C -1.74 2.17 0.30
C -0.02 0.42 0.64
O 0.67 -0.59 0.20
N 0.33 0.72 1.92
C -0.11 1.74 2.85
C 1.34 -0.18 2.43
H -1.99 1.26 -1.92
H -1.68 -0.39 -1.56
H -0.36 0.77 -2.19
H -2.37 1.93 1.15
H -1.13 3.04 0.53
H -2.39 2.43 -0.54
H -0.54 1.27 3.76
H 0.75 2.37 3.18
H -0.86 2.38 2.37
H 0.96 -1.20 2.38
H 2.22 -0.13 1.80
H 1.56 0.13 3.48



Below is an isolated molecule of C9H12I2 in a non-equilibrium geometry, with properties calculated with the ωB97M-V functional and the def2-TZVPD basis.

ΔE to the lowest compared entry with this formula, charge and spin: 48.0 kJ/mol
SMILES: C=C[C@@]1(I)CCC(=C)[C@@]1(C)I
HOMO-LUMO gap: 8.1 eV

Atoms and positions in Å:
C 2.56 -0.01 -1.89
C 1.45 -0.60 -1.50
C 0.72 -0.43 -0.18
I 0.67 -2.49 0.81
C 1.19 0.57 0.84
C 0.07 0.63 1.83
C -1.15 0.30 1.08
C -2.44 0.40 1.39
C -0.72 -0.02 -0.40
C -1.67 -0.87 -1.18
I -0.54 1.94 -1.75
H 3.10 -0.02 -2.84
H 3.18 0.39 -1.01
H 0.85 -1.23 -2.24
H 1.51 1.39 0.25
H 2.19 0.30 1.30
H -0.06 1.70 2.16
H 0.09 -0.03 2.77
H -3.07 0.11 0.56
H -2.95 0.86 2.29
H -1.25 -1.27 -2.28
H -2.59 -0.28 -1.35
H -2.06 -1.74 -0.49



Below is C9H12N13O4Os as an isolated structure, with properties calculated with the ωB97M-V functional and the def2-TZVPD basis.

ΔE to the lowest compared entry with this formula, charge and spin: 36.1 kJ/mol
Charge: +1
HOMO-LUMO gap: 6.9 eV

Atoms and positions in Å:
Os 0.02 -0.12 0.64
N 1.56 -0.92 1.85
C 2.86 -0.24 1.66
C 2.57 1.22 1.37
N 1.61 1.21 0.23
H 1.27 -0.91 2.83
H 1.60 -1.91 1.59
H 3.36 -0.70 0.80
H 3.49 -0.38 2.54
H 3.46 1.79 1.11
H 2.07 1.69 2.21
H 2.10 0.95 -0.63
H 1.20 2.14 0.07
N -2.75 1.00 2.42
C -2.18 1.85 1.55
N -2.61 3.07 1.26
N -1.73 3.54 0.36
N -0.79 2.70 0.13
N -1.05 1.57 0.87
C -2.20 -0.20 2.76
N -2.65 -0.99 3.70
N -1.75 -2.01 3.74
N -0.82 -1.86 2.90
N -1.06 -0.70 2.20
H -3.60 1.28 2.90
O -0.14 -2.86 -4.61
C -0.56 -1.61 -4.70
O -0.94 -1.11 -5.72
C -0.46 -0.76 -3.47
C -0.75 0.60 -3.47
N -0.54 1.07 -2.24
N -0.12 0.08 -1.43
C -0.09 -1.03 -2.16
C 0.30 -2.25 -1.40
O 0.41 -3.33 -1.91
O 0.48 -1.98 -0.12
H 0.17 -3.11 -3.71
H -1.08 1.23 -4.28
H -0.68 2.00 -1.84



Below is an isolated molecule of C9H12N2 in a non-equilibrium geometry, with properties calculated with the ωB97M-V functional and the def2-TZVPD basis.

ΔE to the lowest compared entry with this formula, charge and spin: 420.1 kJ/mol
HOMO-LUMO gap: 9.1 eV

Atoms and positions in Å:
C -1.65 -2.34 -0.08
C -2.09 -1.06 -0.01
C 0.09 -1.03 -0.01
C 0.25 1.57 -0.03
C -0.97 1.08 0.02
C 1.36 -0.25 0.04
C -2.30 1.80 0.08
C 2.16 -0.16 -1.21
C 2.21 -0.25 1.20
N -0.25 -2.31 -0.07
N -1.04 -0.26 0.03
H -1.94 -3.33 -0.10
H -2.93 -0.53 0.05
H 0.66 2.55 -0.07
H -2.24 2.81 0.42
H -2.90 1.30 0.82
H -2.82 1.59 -0.84
H 3.21 -0.43 -1.08
H 2.16 0.86 -1.59
H 1.67 -0.73 -1.99
H 3.01 0.50 1.05
H 2.67 -1.20 1.20
H 1.70 -0.19 2.18



Below is a 2-piece molecular cluster, C9H12N2 overall in a non-equilibrium geometry, with properties calculated with the ωB97M-V functional and the def2-TZVPD basis.

ΔE to the lowest compared entry with this formula, charge and spin: 372.3 kJ/mol
SMILES: CC(C)=C(C#N)C#N.C=CC
HOMO-LUMO gap: 9.3 eV

Atoms and positions in Å:
C -2.14 0.18 -1.33
C -1.73 0.00 0.07
C -1.83 1.24 0.97
C -0.94 -1.06 0.47
C -0.27 -1.17 1.74
N 0.20 -1.25 2.77
C -0.64 -2.14 -0.37
N -0.67 -3.10 -1.01
H -2.98 -0.41 -1.66
H -1.30 -0.03 -1.91
H -2.43 1.24 -1.49
H -2.73 1.68 0.58
H -0.91 1.72 1.09
H -1.99 0.97 2.02
C 1.64 1.52 -0.07
C 2.22 0.31 0.23
C 2.62 -0.81 -0.59
H 1.62 2.32 0.66
H 1.30 1.90 -1.11
H 2.65 0.22 1.27
H 2.24 -1.74 -0.08
H 3.68 -0.92 -0.58
H 2.37 -0.68 -1.68



The records above give, respectively, calculated total energy values of -7182.5992, -3417.1152, -864.9938, -814.0309, -559.0567, -614.1471, -730.3536, -988.5826, -945.4276, -1453.4028, -459.5275, -459.5457 hartree.